1.
Entry from the Open Molecules 2025 dataset: a cluster of 4 separate species, C26H38N4O9S in total in a non-equilibrium geometry (ωB97M-V/def2-TZVPD).

Structure (XYZ):
```
78
Properties=species:S:1:pos:R:3:mulliken_charge:R:1
H 1.2906 -3.6284 2.2402 0.27
N 0.5152 -3.9496 1.6522 -0.62
C 0.6308 -3.4370 0.4863 0.19
N -0.3926 -3.7627 -0.4906 -0.38
N 1.7537 -2.5290 0.2010 -0.45
C 1.3214 -1.1991 0.7711 0.05
C 2.1170 0.0012 0.1071 -0.50
C 2.4433 1.1559 1.1207 -0.84
C 1.1280 1.8772 1.6448 -0.81
C 0.4347 2.5998 0.4277 0.46
C 1.1388 3.7235 -0.1658 -0.21
C 0.5625 4.4623 -1.2922 -0.67
C -0.7299 3.9883 -1.8096 -0.94
C -1.4350 2.8532 -1.1957 0.60
C -0.8836 2.1225 -0.0631 -0.10
N -1.4585 1.0251 0.6692 0.05
C -2.7067 0.4959 0.1886 0.16
C -3.2445 -0.6598 0.9450 -0.50
C -4.5116 -1.2955 0.6329 -0.54
C -5.3183 -0.8361 -0.4995 -0.59
C -4.7980 0.3092 -1.2503 -0.49
C -3.5347 0.9635 -0.9141 0.50
S -3.0324 2.3901 -1.9062 -0.43
H -0.1272 -3.4045 -1.4121 0.28
H -1.2112 -3.2048 -0.2081 0.28
H 1.7819 -2.4682 -0.8258 0.33
H 1.5407 -1.2469 1.8768 0.08
H 0.2107 -1.1341 0.5916 0.01
H 1.5036 0.3751 -0.7643 0.12
H 3.0421 -0.4616 -0.3446 0.43
H 3.0992 0.8273 1.9733 0.39
H 3.0457 1.9280 0.5575 0.41
H 0.4809 1.0690 2.0786 0.21
H 1.3306 2.5990 2.4802 0.31
H 2.1099 4.0314 0.2828 0.39
H 1.0836 5.3452 -1.7365 0.38
H -1.1253 4.5511 -2.6874 0.46
H -1.6312 1.3329 1.6350 0.35
H -2.6492 -1.0616 1.8049 0.34
H -4.8257 -2.1463 1.2900 0.34
H -6.2877 -1.3326 -0.7366 0.36
H -5.4017 0.6770 -2.1129 0.31
C 4.2420 3.4249 -7.3255 -0.63
O 3.7108 2.8266 -6.1441 -0.32
C 2.4273 3.1258 -5.9067 0.73
O 1.7277 3.8301 -6.5886 -0.54
O 2.0589 2.5061 -4.7801 -0.26
C 0.7013 2.7373 -4.4013 -0.32
H 5.2813 3.1130 -7.4134 0.22
H 3.7004 3.0819 -8.2079 0.29
H 4.2105 4.5128 -7.2539 0.29
H 0.0191 2.3658 -5.1678 0.35
H 0.5307 3.7963 -4.2142 0.24
H 0.5150 2.1894 -3.4796 -0.04
C -2.0552 -6.1255 -0.2658 -0.57
O -3.3491 -6.6420 0.0684 -0.30
C -3.8113 -7.5614 -0.7830 0.75
O -3.2441 -7.9675 -1.7652 -0.54
O -5.0194 -7.9552 -0.3542 -0.32
C -5.6370 -8.9441 -1.1755 -0.63
H -1.7851 -5.3953 0.4896 0.21
H -1.3098 -6.9217 -0.2573 0.28
H -2.0782 -5.6298 -1.2354 0.29
H -5.0338 -9.8524 -1.2045 0.29
H -5.8022 -8.5600 -2.1830 0.29
H -6.6027 -9.1831 -0.7328 0.22
C 4.0207 5.5480 6.0494 -0.61
O 3.7167 4.4427 6.8998 -0.33
C 3.2786 3.3570 6.2534 0.80
O 3.1307 3.2540 5.0621 -0.52
O 3.0333 2.4050 7.1607 -0.31
C 2.5554 1.1789 6.6086 -0.60
H 4.3640 6.3648 6.6819 0.22
H 4.8185 5.2894 5.3522 0.28
H 3.1306 5.8759 5.5111 0.29
H 3.2950 0.7462 5.9337 0.28
H 1.6067 1.3327 6.0926 0.27
H 2.3930 0.4879 7.4340 0.22
```

Gap between HOMO and LUMO   8.12 eV
E_LUMO   0.014 hartree
Energy   -2307.8314 Eh
SMILES string   [H]/N=C(/N)NCCCCc1cccc2c1Nc1ccccc1S2.COC(=O)OC.COC(=O)OC.COC(=O)OC
HOMO level   -7.73 eV


2.
Entry from the Open Molecules 2025 dataset: a cluster of 2 separate species, C10H16O in total (ωB97M-V/def2-TZVPD).

Structure (XYZ):
```
27
Properties=species:S:1:pos:R:3:mulliken_charge:R:1
C -0.2257 2.5245 -2.0974 -1.09
C 1.0562 1.6974 -2.0964 -0.87
C 1.1921 0.7942 -0.8830 0.45
C 1.1988 -0.5870 -0.9737 -0.61
C 1.2959 -1.3512 0.1865 -0.59
C 1.4780 -0.7443 1.4101 0.94
O 1.6354 -1.4693 2.5634 -0.57
C 1.5150 0.6400 1.5198 -0.77
C 1.3852 1.3881 0.3599 -0.42
H -0.4250 2.9854 -1.1261 0.33
H -1.1104 1.9154 -2.3025 0.30
H -0.1398 3.3432 -2.8118 0.34
H 1.0494 1.1005 -3.0113 0.32
H 1.9160 2.3513 -2.1396 0.36
H 1.0053 -1.0485 -1.9337 0.31
H 1.2090 -2.4286 0.1677 0.40
H 1.4264 -2.3938 2.4074 0.30
H 1.6906 1.1320 2.4700 0.42
H 1.4407 2.4642 0.4491 0.40
C -2.6218 -0.8362 0.9057 -0.79
C -2.0246 -2.2317 1.0482 -0.61
H -1.8883 -0.0817 1.1749 0.19
H -2.9218 -0.6096 -0.1152 0.27
H -3.4551 -0.7171 1.6108 0.31
H -1.1169 -2.3825 0.4781 0.09
H -2.6946 -2.9959 0.6374 0.35
H -1.8699 -2.4587 2.1017 0.23
```

Gap between HOMO and LUMO   9.32 eV
E_LUMO   0.032 hartree
Energy above the lowest of the compared OMol25 structures with the same formula, charge and spin   16.6 kcal per mole
Energy   -465.8713 Eh
SMILES string   CCc1ccc(O)cc1.CC
HOMO level   -8.44 eV


3.
Entry from the Open Molecules 2025 dataset: a cluster of 2 separate species, C6H14N2O2 in total in a non-equilibrium geometry (ωB97M-V/def2-TZVPD).

Structure (XYZ):
```
24
Properties=species:S:1:pos:R:3:mulliken_charge:R:1
C -0.9672 -1.4829 -1.6430 -0.93
N 0.3717 -1.3480 -1.0937 -0.13
C 1.3879 -0.9287 -1.8894 0.72
C 2.7254 -0.7619 -1.2057 -1.10
O 1.2327 -0.6531 -3.0645 -0.63
H -0.8858 -1.8458 -2.6652 0.34
H -1.5955 -2.1376 -1.0488 0.35
H -1.4147 -0.5101 -1.7010 0.25
H 0.5590 -1.6363 -0.1510 0.20
H 3.5029 -0.8563 -1.9511 0.33
H 2.7924 0.2277 -0.7679 0.25
H 2.8988 -1.4465 -0.3851 0.34
C -1.4435 2.5456 0.3448 -0.88
N -0.7087 1.7465 1.3153 -0.20
C -1.0901 0.4723 1.5825 0.78
C -0.2353 -0.2738 2.6091 -1.21
O -1.9860 -0.1054 0.9953 -0.62
H -2.3762 2.0187 0.1498 0.30
H -1.6780 3.5379 0.7265 0.33
H -0.8860 2.5836 -0.5868 0.27
H -0.1036 2.2118 1.9699 0.24
H -0.2859 -1.3014 2.2892 0.27
H 0.7906 0.0871 2.5629 0.36
H -0.6051 -0.1436 3.6078 0.37
```

Gap between HOMO and LUMO   10.03 eV
E_LUMO   0.022 hartree
Energy above the lowest of the compared OMol25 structures with the same formula, charge and spin   12.9 kcal per mole
Energy   -497.0370 Eh
SMILES string   CNC(C)=O.CNC(C)=O
HOMO level   -9.43 eV


4.
Entry from the Open Molecules 2025 dataset: a cluster of 2 separate species, H2NO4S2 in total in a non-equilibrium geometry (ωB97M-V/def2-TZVPD).

Structure (XYZ):
```
9
Properties=species:S:1:pos:R:3:mulliken_charge:R:1
N -2.7922 -0.3366 0.4878 -0.07
O 0.3389 -0.7539 -0.3735 -0.62
O 2.6072 -1.1232 -1.3954 -0.59
O 2.5858 -1.8035 0.9790 -0.56
O -1.8704 0.6307 0.6403 -0.27
S -2.6029 -1.6326 -0.4106 -0.12
S 2.1571 -0.7835 -0.0276 0.51
H 0.1121 -1.1876 -1.1671 0.25
H -0.8877 0.2093 0.5155 0.46
```

Gap between HOMO and LUMO (alpha / beta)   6.80 / 6.80 eV
E_LUMO (alpha / beta)   0.085 / 0.085 hartree
Energy above the lowest of the compared OMol25 structures with the same formula, charge and spin   49.1 kcal per mole
Energy   -1153.2579 Eh
Net charge   -1
HOMO level (alpha / beta)   -4.48 / -4.48 eV


5.
Entry from the Open Molecules 2025 dataset: a structure of composition C28H21F2N3PPtSe (ωB97M-V/def2-TZVPD).

Structure (XYZ):
```
57
Properties=species:S:1:pos:R:3:lowdin_spin:R:1
Pt -0.9629 -0.4829 -1.0270 0.08
N 1.5805 1.4002 0.2512 0.00
P 1.2380 -0.1626 -0.3862 0.02
C 2.6773 -0.4023 -1.5322 0.01
C 3.7608 0.4780 -1.5847 0.00
C 4.8383 0.2449 -2.4256 0.00
C 4.8586 -0.8827 -3.2331 0.00
C 3.7966 -1.7705 -3.1837 0.01
C 2.7213 -1.5341 -2.3406 0.03
C 1.7837 -1.2344 0.9889 0.00
C 2.7496 -0.8895 1.9296 0.00
C 3.0964 -1.7800 2.9333 0.00
C 2.4810 -3.0234 3.0040 0.00
C 1.5148 -3.3708 2.0724 0.00
C 1.1646 -2.4785 1.0702 0.00
C 0.7958 2.5372 0.0622 0.00
C 1.2015 3.7855 0.5512 0.00
C 0.3513 4.8553 0.3536 0.00
C -0.8619 4.6684 -0.3016 0.00
C -1.1668 3.3913 -0.7403 0.00
N -0.3496 2.3607 -0.5663 0.00
H 2.5193 1.6024 0.5506 0.00
H 3.7802 1.3765 -0.9860 0.00
H 5.6608 0.9489 -2.4546 0.00
H 5.6956 -1.0640 -3.8958 0.00
H 3.7941 -2.6535 -3.8101 0.00
H 1.8998 -2.2396 -2.3112 0.02
H 3.2235 0.0844 1.9045 0.00
H 3.8420 -1.5022 3.6679 0.00
H 2.7439 -3.7131 3.7964 0.00
H 1.0142 -4.3282 2.1388 0.00
H 0.3745 -2.7144 0.3646 0.00
H 2.1423 3.9022 1.0752 0.00
H 0.6288 5.8361 0.7202 0.00
H -1.5489 5.4883 -0.4584 0.00
H -2.0990 3.1672 -1.2481 0.00
F -5.5314 -0.7082 -3.9800 0.02
C -4.9442 -0.6982 -2.7466 0.06
C -3.5724 -0.6207 -2.6495 0.02
C -2.9543 -0.6117 -1.3963 0.09
C -3.7669 -0.6264 -0.2222 0.02
C -5.1493 -0.7298 -0.4073 0.05
F -5.9834 -0.7697 0.6716 0.01
C -5.7641 -0.7695 -1.6382 -0.01
C -3.0894 -0.4493 1.0412 0.18
C -3.6475 -0.5380 2.3170 0.01
C -2.9081 -0.2818 3.4541 0.19
C -1.5553 0.1283 3.2787 0.08
C -1.0345 0.1654 2.0205 0.06
N -1.7187 -0.1664 0.8949 0.22
H -2.9859 -0.5822 -3.5581 0.01
H -6.8395 -0.8320 -1.7214 0.00
H -4.6868 -0.8107 2.4027 0.00
H -3.3530 -0.3639 4.4365 0.02
H -0.9259 0.4085 4.1136 0.00
H -0.0087 0.4779 1.8896 0.00
Se -0.5211 -1.5225 -3.1503 0.80
```

Multiplicity   3
Gap between HOMO and LUMO (alpha / beta)   3.70 / 6.21 eV
E_LUMO (alpha / beta)   0.089 / 0.086 hartree
Energy   -4305.7745 Eh
Expectation value of S²   2.03
Net charge   -1
HOMO level (alpha / beta)   -1.29 / -3.87 eV


6.
Entry from the Open Molecules 2025 dataset: the ion C4H11N4O with charge +1 in a non-equilibrium geometry (ωB97M-V/def2-TZVPD).

Structure (XYZ):
```
20
Properties=species:S:1:pos:R:3:mulliken_charge:R:1
C 2.2032 -0.7178 -0.6149 -1.54
C 1.1728 -0.1243 0.4245 -0.18
C 0.1789 0.8294 -0.1622 -0.52
N -1.0296 0.8856 0.7050 0.51
N -1.5889 -0.3513 0.9127 -0.82
C -2.5755 -0.4470 0.0689 0.53
N -3.1050 -1.5587 -0.4123 -0.35
O -2.9862 0.7807 -0.5397 -0.24
N -2.0529 1.7563 0.0038 -0.35
H 1.7648 -1.1154 -1.4646 0.45
H 2.8978 0.0522 -0.9975 0.33
H 2.7428 -1.4593 -0.2431 0.48
H 1.7845 0.2594 1.2594 0.29
H 0.6572 -0.9460 0.7751 0.41
H 0.4149 1.9349 -0.2709 0.40
H -0.1020 0.5433 -1.1182 0.28
H -0.9098 1.3267 1.6215 0.42
H -3.4418 -2.3946 0.0462 0.29
H -3.6729 -1.4299 -1.2698 0.27
H -2.7531 2.2794 0.5787 0.33
```

Gap between HOMO and LUMO   11.51 eV
E_LUMO   -0.114 hartree
Energy above the lowest of the compared OMol25 structures with the same formula, charge and spin   105.4 kcal per mole
Energy   -452.8768 Eh
SMILES string   CCC[N@@H+]1N=C(N)ON1
Net charge   +1
HOMO level   -14.60 eV


7.
Entry from the Open Molecules 2025 dataset: the molecule C4H9NO2 in a non-equilibrium geometry (ωB97M-V/def2-TZVPD).

Structure (XYZ):
```
16
Properties=species:S:1:pos:R:3:mulliken_charge:R:1
C -1.0853 1.4825 -0.2431 -1.56
C -0.2790 0.2811 0.2495 0.46
C -1.0122 -1.0380 0.1177 -0.55
O -0.4404 -2.0498 0.9010 -0.53
N 0.9655 0.2113 -0.4760 -0.24
C 2.1650 -0.2636 -0.0053 0.06
O 2.3677 -1.2456 0.6832 -0.56
H -0.5133 2.4151 -0.1744 0.39
H -1.9875 1.5945 0.3647 0.39
H -1.3967 1.3503 -1.2873 0.37
H -0.0156 0.4377 1.3068 0.21
H -2.0474 -0.9114 0.4402 0.33
H -1.0091 -1.2952 -0.9577 0.25
H 0.5289 -2.0245 0.8045 0.36
H 0.9824 0.4502 -1.4575 0.28
H 2.7771 0.6055 -0.2663 0.34
```

Gap between HOMO and LUMO   10.46 eV
E_LUMO   0.029 hartree
Energy above the lowest of the compared OMol25 structures with the same formula, charge and spin   40.1 kcal per mole
Energy   -363.0216 Eh
SMILES string   C[C@@H](CO)NC=O
HOMO level   -9.68 eV


Question: Look up the energy of the third one.
Answer: -497.0370 Eh


Question: Among the records above, which one has the highest energy?
Answer: C4H9NO2